[1]
36
Properties=species:S:1:pos:R:3:forces:R:3:nbo_charge:R:1 method="wB97M-V/def2-TZVPD" energy_ev=-50938.609 orbital_gap_ev=4.8 relative_energy_kj_mol=415.7 max_force_ev_per_a=3.6 homo_energy_ev=-19.0 charge=+3
P -0.438545 1.059188 -2.414878 1.4 0.8 -3.2 0.679
Zr -1.345866 0.351278 0.016816 -0.5 -0.8 0.7 2.135
O 2.365085 -1.509509 -1.930709 -0.9 -0.2 1.7 -0.414
H 1.210344 0.329955 2.154365 -0.1 -0.1 0.4 0.247
C -0.844017 -0.376106 -3.485072 -0.7 -0.9 0.9 -0.907
I 3.648317 0.600796 -0.067830 0.4 0.7 0.8 0.266
H -0.176579 -1.350974 -1.188547 0.1 -0.3 -0.2 0.196
C -0.703652 -0.468216 4.886187 0.1 0.0 0.4 0.000
C 2.845721 -1.284008 0.429135 1.1 -1.3 1.9 0.309
H -2.323424 2.539002 -2.728113 0.0 0.3 -0.3 0.256
C -2.001201 -0.130443 2.924232 0.0 0.3 0.0 0.071
H -1.851714 -0.740089 -3.277654 0.0 -0.2 -0.4 0.254
H -0.605734 -0.687830 5.948272 -0.1 0.0 -0.2 0.299
C 0.452663 -0.253225 4.135563 1.4 0.1 -0.3 -0.104
H 0.785625 1.507136 -4.455795 -0.1 -0.2 0.7 0.282
C 1.767213 -0.388732 4.743173 1.7 -0.3 1.2 0.168
H 1.790199 0.472561 -3.351086 -0.2 0.4 -0.1 0.276
H -1.265492 2.522133 -4.186785 0.0 -0.2 0.3 0.303
N 2.784862 -0.540543 5.304032 -2.4 0.4 -1.5 -0.076
C 1.122582 1.346300 -3.412144 1.2 0.4 1.1 -0.841
H -0.772652 3.427632 -2.721821 -0.2 -0.2 -0.1 0.284
H -0.740089 -0.084810 -4.535503 -0.2 0.2 0.3 0.309
C 0.475347 -1.773453 -0.388674 -0.3 0.0 0.1 -0.781
C -1.291019 2.528369 -3.088475 -0.9 0.2 0.9 -0.904
N -0.874220 0.102394 2.186649 0.2 0.4 -0.8 -0.699
H -2.943587 -0.062785 2.376647 0.1 -0.1 0.4 0.236
O 2.970820 -1.971206 1.419849 -0.6 1.8 -2.4 -0.405
H 0.148435 -1.479745 0.649297 0.7 -0.2 -0.4 0.220
H 0.341090 -2.874916 -0.405636 -0.2 0.5 -0.1 0.359
C -1.941691 -0.363293 4.284078 -0.7 0.1 -0.1 -0.198
C 0.356769 0.086818 2.795222 -0.6 -0.2 -0.2 0.075
C 1.993465 -1.514737 -0.784378 -1.0 -0.8 -1.3 0.469
H -2.859793 -0.437930 4.871098 0.3 -0.2 -0.3 0.301
H -0.110512 -1.180825 -3.290738 -0.3 0.3 -0.1 0.270
Cl -3.620337 0.340687 -0.321125 1.6 0.0 0.0 -0.208
H 1.651587 2.259130 -3.089647 -0.1 -0.4 -0.1 0.272

---

[2]
61
Properties=species:S:1:pos:R:3:forces:R:3:nbo_charge:R:1 method="wB97M-V/def2-TZVPD" energy_ev=-65017.636 orbital_gap_ev="6.5 / 6.5" relative_energy_kj_mol=240.4 max_force_ev_per_a=4.0 homo_energy_ev="-11.0 / -11.0" charge=+1
C 2.178475 0.424041 -2.943193 -0.6 -0.3 -0.2 -0.245
C 5.538437 -1.030165 0.993557 -0.2 0.1 -0.1 -0.199
H -8.047422 -2.581781 1.618229 0.1 0.2 -0.2 0.255
H -7.183867 -1.071010 1.166709 0.0 -0.3 0.0 0.253
H 1.638280 -2.191005 -5.085440 0.1 0.4 0.1 0.225
H -5.274180 -4.905869 1.516062 -0.2 -0.1 0.4 0.250
C -0.440189 -0.243675 2.618760 -2.1 -0.7 0.8 -0.303
H -4.640077 -4.735579 3.182659 -0.4 0.0 -0.2 0.250
H 4.347495 2.403852 -0.451910 -0.4 0.3 -0.1 0.232
C -4.166962 -2.264310 1.353873 3.2 2.4 -0.4 -0.100
C 1.228275 3.488320 -1.447630 0.6 -0.1 0.2 -0.241
C 2.734867 5.360930 -1.069582 -0.1 -0.3 0.0 -0.196
C -5.975445 -1.902769 4.070771 0.8 0.6 0.2 -1.110
H -5.163065 -2.127485 4.780005 -0.2 0.0 -0.2 0.253
C -2.281176 0.876289 1.735782 2.4 1.2 -0.9 -0.151
H -6.901355 -2.295919 4.522364 0.2 -0.1 -0.4 0.275
C 5.550054 -0.964559 -0.407454 -0.3 0.1 0.2 -0.214
Cl -2.104458 0.514604 -1.823153 0.8 -0.9 1.1 -0.628
H -6.419018 -4.949521 2.919603 0.4 -0.2 -0.1 0.253
H -3.894348 -0.330913 2.664121 3.0 0.1 -0.9 0.278
C 2.802702 1.323865 -3.830213 -0.2 -0.4 0.1 -0.239
H -2.918724 1.690436 1.468311 -0.2 0.3 -0.5 0.249
P 1.838914 0.790761 -1.160219 1.4 0.3 -0.6 0.805
C 3.536750 3.089064 -0.729947 -0.4 0.0 -0.1 -0.247
C -7.101704 -2.166346 1.241159 0.0 0.0 -0.1 -1.118
C 3.329907 -0.016912 1.040485 0.5 -0.2 -0.7 -0.228
C 2.589875 -0.311464 -5.619566 0.0 0.1 0.3 -0.191
H -0.237942 1.931550 1.879602 -1.1 -0.9 0.0 0.275
C -3.105129 -1.613187 1.068033 -3.0 -1.0 0.8 -0.327
C 1.958212 -1.204531 -4.736595 0.1 0.1 0.0 -0.204
H -6.892101 -2.562960 0.236301 -0.3 0.1 0.3 0.253
H 0.671357 5.556639 -1.721029 0.3 -0.2 0.1 0.227
C -5.491868 -4.510503 2.521088 -0.2 0.0 0.0 -1.113
H 1.237228 -1.528259 -2.710072 0.2 0.2 -0.4 0.200
C -1.581271 -1.024367 2.844640 1.2 0.7 -1.4 -0.136
H 4.474331 -0.374693 -2.194645 -0.1 0.0 0.5 0.226
C -2.842811 -0.453424 2.062898 -0.2 -0.2 3.5 -0.351
C -0.903528 1.034515 2.002501 -1.6 -0.7 -0.2 -0.265
Si -5.724075 -2.676930 2.372777 -0.7 -0.9 -0.4 1.577
H 6.407827 -1.338031 -0.975190 -0.3 0.1 0.3 0.229
C 4.456464 -0.421482 -1.098311 -0.1 0.1 0.4 -0.151
H 3.494236 1.650968 -5.849566 -0.2 -0.3 0.2 0.228
C 1.742365 -0.842378 -3.405241 0.3 0.7 -0.2 -0.232
C 3.008005 0.948350 -5.165863 -0.2 -0.2 0.2 -0.199
H 0.609758 -0.491873 2.888898 -1.1 0.1 -0.2 0.265
C 3.350314 0.064034 -0.374416 -0.3 -0.3 0.4 -0.360
H 2.754380 -0.600202 -6.663639 -0.1 0.1 0.5 0.229
H 6.395754 -1.452685 1.528677 -0.4 0.2 -0.2 0.229
C 4.427918 -0.555776 1.714503 0.1 0.0 -0.1 -0.196
H 0.242706 3.087553 -1.722117 0.4 0.2 0.1 0.230
C 2.271072 2.591220 -1.104736 -0.5 0.4 0.3 -0.249
H 4.420468 -0.597600 2.807855 0.1 0.0 -0.4 0.221
H 3.133533 2.311932 -3.486860 -0.2 -0.5 -0.1 0.234
H 2.458177 0.359175 1.594543 0.4 -0.1 -0.2 0.198
C 3.762302 4.473301 -0.715764 -0.3 -0.1 -0.1 -0.194
Sn -0.806402 -0.910231 -0.117696 -0.6 1.2 -1.7 1.259
C 1.470584 4.865676 -1.436692 0.2 -0.1 0.0 -0.207
H 2.917615 6.441546 -1.059093 -0.1 -0.5 0.0 0.228
H -6.084132 -0.806692 4.056611 0.0 -0.3 -0.1 0.250
H 4.747057 4.851204 -0.422862 -0.4 -0.1 -0.1 0.226
H -1.544449 -2.074744 3.057318 0.0 -0.3 0.5 0.229

---

[3]
9
Properties=species:S:1:pos:R:3:forces:R:3:nbo_charge:R:1 method="wB97M-V/def2-TZVPD" energy_ev=-8636.806 orbital_gap_ev="8.1 / 8.1" relative_energy_kj_mol=355.9 max_force_ev_per_a=1.9 homo_energy_ev="-9.1 / -9.1"
H 0.692157 -0.491684 1.508278 -0.2 -0.9 0.2 0.136
N -0.610036 1.392328 0.300310 0.8 0.4 0.9 -0.225
H -1.859110 0.514899 -1.191611 -0.5 0.3 -0.2 0.197
N -0.374899 -0.711770 -0.448868 0.6 0.4 -0.1 -0.543
N 0.509759 1.150192 0.820569 -0.5 0.6 -1.6 -0.057
O 2.150334 -0.542198 0.094321 0.4 0.2 -0.7 -0.623
H -0.546176 -1.529077 -1.018851 -0.1 0.0 0.1 0.417
C -1.014879 0.368110 -0.555059 -0.3 -0.8 -0.4 0.268
C 1.075161 -0.176519 0.491032 -0.2 -0.2 1.8 0.430

---

[4]
105
Properties=species:S:1:pos:R:3:forces:R:3:lowdin_charge:R:1 method="wB97M-V/def2-TZVPD" energy_ev=-103037.602 orbital_gap_ev=2.3 relative_energy_kj_mol=1062.9 max_force_ev_per_a=3.6 homo_energy_ev=-9.3 charge=+1
C 6.865544 -5.618566 2.960956 -0.2 -0.5 0.0 -0.228
H 4.368764 5.041484 6.471266 0.6 0.6 0.0 0.120
H 8.097554 -8.063696 4.800176 -0.1 0.2 0.1 0.084
C 5.538024 -5.514456 2.220176 1.4 -1.1 0.2 -0.175
P -6.710676 5.232774 0.216976 0.5 -0.7 0.6 0.449
H 6.993384 -4.794036 3.662326 -0.1 0.3 0.2 0.121
H -1.355746 -0.686766 6.224886 0.0 -0.2 0.3 0.086
H 3.651964 -6.793556 0.868756 -0.5 -0.1 -0.2 0.085
H -8.195846 6.025894 3.187596 -0.2 0.2 -0.5 0.089
H -6.016546 -1.316996 7.177926 0.1 -0.3 -0.3 0.117
H -6.009316 -1.713226 10.633896 0.2 -0.2 -0.1 0.092
C 4.932084 3.152754 2.790956 0.2 0.1 0.4 -0.085
H 4.138364 6.067814 -11.137544 0.0 -0.3 0.1 0.077
C -3.421756 -9.198476 -3.493684 -0.4 -0.7 -0.6 -0.094
H -4.703716 -5.639446 -0.211494 -0.7 -0.3 -0.5 0.087
H 5.455794 -4.449106 2.004826 -0.3 0.0 -1.0 0.120
H -5.904146 0.273984 7.825416 0.1 0.4 -0.1 0.116
O 5.998954 5.203634 -10.742874 0.8 -2.4 2.7 -0.202
H 4.938214 1.818004 -8.692384 0.0 0.0 0.2 0.084
H -6.812796 -2.136586 9.105356 -0.2 -0.1 -0.1 0.089
C -4.087816 -0.307406 6.781946 0.4 -0.2 1.5 -0.200
C 8.233284 -7.210216 4.135896 -0.9 0.1 0.0 -0.091
H 4.521194 7.035094 5.159116 0.2 0.2 0.2 0.081
H -9.717036 5.909174 -1.567074 0.7 0.5 -0.1 0.085
N 0.794314 0.514334 -3.740794 1.2 -1.9 -0.4 -0.680
H -3.651196 6.244184 1.276806 0.1 0.2 -0.4 0.095
H -3.356726 -5.613556 -1.355384 -0.6 0.3 -0.9 0.083
H -7.428586 -7.653276 -5.381974 -0.1 0.4 0.7 0.087
C -6.210116 -1.384336 9.614286 -0.3 -0.3 1.1 -0.151
H -6.689696 -9.203346 -5.209584 0.3 0.0 0.1 0.092
H -6.564166 5.691634 3.579626 0.3 0.3 -0.1 0.091
H -3.398366 -6.775786 -0.236294 -0.5 -0.9 0.1 0.083
H 3.518664 3.730994 5.875106 -0.5 0.1 -0.5 0.127
O -6.146636 -7.943336 -3.694834 1.2 1.2 0.4 -0.220
O -7.098056 5.000744 1.778726 -0.1 -1.1 -2.1 -0.231
H 6.266854 0.958134 -9.433444 0.0 0.2 -0.4 0.091
C 5.210654 6.232124 -11.243804 -0.9 0.9 -1.0 -0.131
O 1.971514 0.098434 -3.824684 -0.5 1.1 -0.6 -0.024
H -2.426866 -9.500586 -3.166534 0.1 0.8 0.2 0.091
H 5.870784 3.621174 2.495136 0.2 0.0 0.0 0.082
H 5.372124 5.292144 -6.066144 0.6 0.5 -0.6 0.091
H 5.260734 6.378234 3.723356 0.1 -0.5 -0.1 0.075
O 5.616784 -6.447316 1.091226 0.6 2.1 1.7 -0.171
H -3.601296 -9.798596 -4.385714 -0.2 0.0 -0.1 0.086
H 7.667224 -5.538546 2.226776 0.2 -0.1 -0.2 0.125
H -9.058996 4.352184 -1.163694 0.7 0.1 0.2 0.084
O -4.796836 -7.171956 -1.753914 -0.3 0.6 -1.0 -0.231
O -4.881896 -5.601006 -3.864834 0.0 -1.0 -0.1 -0.256
O -3.354826 -1.449146 6.344036 0.4 0.8 -0.5 -0.181
C -6.507036 -8.139056 -5.061224 -0.2 -0.4 -0.9 -0.110
C 4.301784 6.528454 4.219286 0.5 -0.3 1.3 -0.089
C 6.017204 1.841134 -8.845164 -0.7 -2.0 0.6 -0.153
C -4.161096 5.724294 0.465746 0.5 -0.3 -0.3 -0.102
H 6.547794 1.651514 -7.912094 0.0 0.6 0.2 0.090
H -6.791126 -0.469606 9.731696 -0.2 0.3 -0.3 0.084
P 5.406884 4.289614 -9.551224 0.2 0.1 0.5 0.504
O -7.941326 6.062294 -0.406074 0.8 -0.3 -0.2 -0.216
O 0.122284 0.232144 -2.788404 -1.3 -0.6 3.1 -0.018
H 5.891204 3.266854 5.942216 -0.2 -0.3 0.0 0.126
O -5.474076 6.262574 0.373066 -2.0 -0.2 -0.4 -0.237
H -5.754586 -7.786106 -5.766454 0.3 -0.1 0.2 0.087
O -3.539406 -7.811646 -3.878754 -1.0 0.4 0.4 -0.225
Ag -0.993516 2.509014 -9.465404 0.3 0.0 0.1 0.889
H -4.270566 0.372834 5.950096 -0.8 -0.2 -0.3 0.115
C -4.102756 -6.252626 -0.883014 1.5 0.0 0.2 -0.100
H 4.192884 -5.294136 0.120666 0.1 0.2 -0.2 0.085
O 0.187654 1.084964 -4.652344 0.0 1.4 -2.5 -0.094
P -4.857746 -6.996286 -3.388054 0.5 -0.3 1.8 0.454
H -9.834266 5.391694 0.051126 0.2 -0.3 0.2 0.087
H 8.920754 -7.555656 3.363796 -0.1 0.3 -0.4 0.083
O 6.925024 -6.844526 3.655576 0.8 -0.5 0.2 -0.185
O -5.002396 -1.169876 8.963906 0.5 0.6 -1.4 -0.166
H 4.699754 -5.754586 2.874216 -0.1 -0.3 0.0 0.126
O 5.019144 2.705004 4.169096 0.4 0.8 -1.0 -0.169
C 5.424024 3.735424 5.076026 -0.3 0.0 0.0 -0.215
O -6.352876 4.002604 -0.544434 -0.7 1.1 1.1 -0.265
C -9.154616 5.375574 -0.800884 -0.9 0.1 0.5 -0.088
O 6.410084 2.990614 -9.504514 -0.5 3.2 -1.0 -0.200
C -7.196686 6.013094 2.752166 0.2 0.1 0.8 -0.107
Ag -4.363456 0.141194 -4.649804 0.3 -0.1 0.3 0.927
H -4.104536 4.658764 0.688306 -0.5 0.0 0.1 0.085
H 4.735444 2.320904 2.114606 0.2 -0.3 0.5 0.084
H 6.174354 4.444854 4.726996 0.2 -0.2 -0.8 0.114
H 3.799454 7.282474 3.613306 -0.9 -0.8 -0.1 0.083
H -3.717286 5.844884 -0.522484 0.4 0.2 0.3 0.091
H 5.447394 6.208814 -12.307534 -0.1 0.7 0.0 0.098
H 5.423234 7.182654 -10.754504 0.3 0.0 -0.2 0.096
H -1.874716 -1.962786 5.042656 0.3 0.0 0.4 0.085
O 5.724264 5.119764 -8.165674 0.3 -0.4 -1.4 -0.219
H 4.145764 3.881664 2.594746 -0.2 0.1 0.5 0.076
C -5.322756 -0.634646 7.668996 0.5 -0.3 -0.6 -0.189
H -2.354726 -0.322886 4.832506 -0.4 0.3 0.0 0.076
H 5.892184 3.691144 -6.584884 0.5 0.2 -0.3 0.082
O 3.962374 4.015874 -9.756004 0.9 -0.3 0.5 -0.276
C 4.473044 -6.327736 0.323826 -0.6 -0.5 -0.3 -0.151
C 5.357614 4.587964 -6.898024 -1.4 -0.9 0.5 -0.114
H 8.688894 -6.385246 4.683566 0.1 0.1 0.1 0.082
H -6.886656 6.981364 2.359166 -0.1 0.0 0.2 0.090
H 4.660794 -6.867406 -0.604404 -0.2 0.1 -0.1 0.090
H -3.472556 0.304564 7.441526 0.5 0.0 0.3 0.118
O 3.585864 5.316984 4.560436 0.1 0.7 -0.9 -0.189
H 4.314444 4.273194 -6.926314 -0.2 0.0 -0.2 0.082
C 4.215004 4.499024 5.538426 -0.5 0.0 0.5 -0.222
H -4.156736 -9.500876 -2.747734 0.1 0.2 0.1 0.085
C -2.162216 -1.071746 5.600776 -1.1 -0.6 0.0 -0.090